No. 1
The following is a DFT calculation (the ωB97M-V functional and the def2-TZVPD basis) of a cluster of 2 separate species, C5H10O2 in total.

```
17
Properties=species:S:1:pos:R:3:forces:R:3
C -2.13255 -0.19799 -0.73951 -0.147 -0.041 0.044
C -0.74976 0.28444 -1.15791 -0.108 -0.104 -0.135
C 0.15918 0.71309 -0.00142 0.198 -0.039 0.003
C -0.08791 -0.07031 1.28485 -0.027 -0.403 -0.014
O 0.02983 -1.26833 1.34837 -0.069 0.432 -0.012
C 1.63807 0.50204 -0.32714 0.129 -0.185 -0.281
O 2.04181 -0.09899 -1.28945 -0.167 0.369 0.428
H -2.79155 -0.32141 -1.60512 0.158 0.075 0.103
H -2.06528 -1.16720 -0.24252 -0.049 0.082 0.025
H -2.61010 0.50632 -0.05316 -0.072 -0.025 -0.025
H -0.25384 -0.49754 -1.73012 0.086 0.003 0.043
H -0.84009 1.14245 -1.82178 0.001 0.045 -0.106
H 0.02215 1.77825 0.23073 0.039 -0.141 0.011
H -0.37823 0.51379 2.17717 -0.012 -0.012 0.018
H 2.34355 0.91462 0.42326 -0.042 -0.007 -0.138
H 2.49674 -1.51126 1.72494 0.046 -0.026 0.018
H 3.17795 -1.22199 1.77883 0.035 -0.023 0.017
```
Positions in Å, forces in eV/Å.

Structure (SMILES): CCC(C=O)C=O.[H][H]
Electronic energy in Eh: -346.92597
Relative energy (zero: lowest compared OMol25 entry of this formula, charge and spin) in eV: 2.706
Strongest force on any atom in eV Å⁻¹: 0.59
Frontier orbital gap in eV: 10.40

Charges obtained by Mulliken population analysis, quoted in units of e: -1.276 -0.572 0.457 -0.293 -0.449 -0.309 -0.481 0.387 0.326 0.309 0.299 0.380 0.351 0.394 0.467 -0.162 0.172

No. 2
The following is a DFT calculation (the ωB97M-V functional and the def2-TZVPD basis) of the molecule C5H10O2 at a distorted geometry.

```
17
Properties=species:S:1:pos:R:3:forces:R:3
C 1.52295 -0.51828 -0.54587 0.562 0.082 0.578
C 0.20401 -0.21099 -1.25091 0.357 0.287 0.152
O -0.53536 -1.40774 -1.46223 -0.345 -0.083 0.457
C -0.63167 0.88068 -0.54712 -0.490 0.206 -0.308
C -0.75300 0.94163 0.98566 0.272 0.197 0.254
C -0.46704 -0.32870 1.72985 -0.471 0.024 1.893
O 0.07716 -0.34674 2.82246 -0.411 -0.072 -1.333
H 2.22295 0.31495 -0.65660 -0.113 0.114 0.024
H 1.43592 -0.67817 0.57394 0.012 -0.054 -1.426
H 2.02361 -1.38054 -1.01066 -0.330 0.133 0.259
H 0.36518 0.14545 -2.28571 0.235 -0.084 0.541
H -0.80123 -1.74012 -0.59435 0.039 -0.133 -0.264
H -0.31288 1.88124 -0.86890 0.060 -0.313 -0.098
H -1.62350 0.73117 -0.96497 -0.228 0.167 -0.110
H -1.75395 1.32989 1.29294 0.472 -0.582 -0.289
H -0.07015 1.65903 1.43915 0.201 0.118 -0.194
H -0.90302 -1.27275 1.34332 0.176 -0.008 -0.135
```
Positions in Å, forces in eV/Å.

Structure (SMILES): C[C@@H](O)CCC=O
Electronic energy in Eh: -346.95984
Relative energy (zero: lowest compared OMol25 entry of this formula, charge and spin) in eV: 1.785
Strongest force on any atom in eV Å⁻¹: 1.95
Frontier orbital gap in eV: 10.89

Charges obtained by Mulliken population analysis, quoted in units of e: -1.132 -0.003 -0.515 -0.674 -0.302 -0.093 -0.496 0.340 0.252 0.342 0.395 0.323 0.332 0.339 0.359 0.258 0.274